Record 1
C9H4Cl2N2O3PrSc as an isolated structure, computed with ωB97M-V with the def2-TZVPD basis set.

The geometry in XYZ format:
```
22
Properties=species:S:1:pos:R:3:mulliken_charge:R:1
Pr 1.54567 1.08643 -4.10818 1.52
Sc 0.03095 -0.20008 -1.06630 1.14
Cl 0.22992 2.08764 -1.93969 -0.25
Cl 2.23122 -0.75775 -1.88071 -0.23
C 0.04877 -2.45774 -0.42721 0.46
C -0.43218 1.75606 -5.31644 0.17
C 1.45595 -0.82590 -5.68582 0.18
O 0.23457 -3.51730 0.00008 0.03
O -1.24378 2.25942 -5.97505 0.11
O 1.59365 -1.59806 -6.54104 0.11
N -0.87164 -0.59812 6.08839 -0.16
C -0.74160 -0.28567 4.96550 -0.42
C -0.58633 0.04438 3.56088 0.85
C -1.56986 -0.31431 2.64180 -0.64
C -1.34549 -0.10326 1.29550 -0.24
N -0.15310 0.42456 0.86592 -0.02
C 0.73680 0.91413 1.76031 -0.20
C 0.53545 0.73764 3.11148 -0.47
H -2.49119 -0.79130 2.98504 0.54
H -2.06823 -0.39116 0.52115 0.56
H 1.58746 1.42615 1.32436 0.46
H 1.27299 1.10425 3.82001 0.53
```

As for the spin multiplicity: 3. The HOMO energy (spin up / spin down) comes out at -21.894 / -21.894 eV. The HOMO-LUMO gap (spin up / spin down) is 3.947 / 4.868 eV. As for the total charge: +4. The expectation value of S² is 2.002. The energy above the lowest of the compared OMol25 structures with the same formula, charge and spin comes out at 32.4 kJ/mol.

Record 2
C9H4Cl3CoNO5Te4 as an isolated structure, computed with ωB97M-V with the def2-TZVPD basis set.

The geometry in XYZ format:
```
27
Properties=species:S:1:pos:R:3:mulliken_charge:R:1
Co -1.75989 0.38115 -1.27323 0.51
Cl -1.47269 0.73775 3.62257 -0.22
C -0.14819 0.55865 2.52427 0.39
C 1.12531 0.28345 3.00887 -0.76
C 2.17931 0.12165 2.13787 0.82
Cl 3.76221 -0.20265 2.77577 -0.31
C 2.00031 0.18555 0.74427 0.09
C 2.99931 -0.04155 -0.22263 -0.75
C 2.67351 0.02955 -1.55523 -0.72
C 1.35401 0.30905 -1.92793 -0.32
N 0.40251 0.51855 -1.04613 -0.42
C 0.70041 0.48615 0.26567 0.94
C -0.39909 0.72625 1.15817 -0.23
O -1.53899 1.06435 0.67267 -0.50
H 1.29101 0.19695 4.07177 0.43
H 4.00041 -0.28305 0.10567 0.40
H 3.41581 -0.14085 -2.32183 0.38
H 1.05441 0.35285 -2.96703 0.45
Te -3.83499 -0.74245 -0.38693 0.15
Te -4.48049 1.36395 1.04357 -0.03
Te -3.49929 3.57215 -0.13713 -0.11
Te -2.43779 2.75535 -2.47573 -0.37
O -0.51849 -3.40685 -1.99113 -0.69
Cl -1.46529 -2.46275 -1.56413 1.54
O -1.04729 -1.82545 -0.35683 -0.43
O -2.72069 -3.08935 -1.33823 -0.64
O -1.63549 -1.44835 -2.56713 -0.62
```

As for the spin multiplicity: 5. The HOMO energy (spin up / spin down) comes out at -4.265 / -4.368 eV. The HOMO-LUMO gap (spin up / spin down) is 6.324 / 5.173 eV. As for the total charge: -1. The expectation value of S² is 6.019. The energy above the lowest of the compared OMol25 structures with the same formula, charge and spin comes out at 101.0 kJ/mol.

Record 3
C9H4F6I2NOPSe3TeV as an isolated structure, computed with ωB97M-V with the def2-TZVPD basis set.

The geometry in XYZ format:
```
29
Properties=species:S:1:pos:R:3:mulliken_charge:R:1
V -1.37365 0.08639 -0.87039 0.60
Se -1.93123 -2.54765 -4.85310 -0.12
Se 0.28147 -2.58562 -4.91216 -0.01
Te 1.04985 -0.20701 -4.08678 0.00
Se -1.13648 0.59023 -3.26308 -0.29
I -1.41531 4.13571 2.19420 0.11
C 0.07138 2.74702 1.80001 -0.63
C 1.28832 2.78950 2.51894 -0.37
C 2.29039 1.89272 2.28044 -0.34
I 4.05480 2.03805 3.38107 0.10
C 2.11985 0.86988 1.30766 0.77
C 3.05061 -0.14147 0.98231 -0.50
C 2.73541 -1.09162 0.05006 -1.08
C 1.47872 -1.05642 -0.57271 -0.17
N 0.59804 -0.11714 -0.30509 0.16
C 0.90331 0.84741 0.61095 0.37
C -0.12664 1.80808 0.81998 1.12
O -1.22779 1.68256 0.08036 -0.67
H 1.41657 3.55515 3.27111 0.34
H 4.00902 -0.16169 1.48381 0.21
H 3.43175 -1.87576 -0.20758 0.41
H 1.18847 -1.80678 -1.29621 0.56
F -2.00947 -1.90062 -1.08309 -0.35
P -3.34255 -1.70821 -0.02042 1.48
F -3.48956 -0.21009 -0.80225 -0.36
F -4.28840 -2.36093 -1.07648 -0.33
F -2.18202 -0.89945 0.90062 -0.35
F -2.97662 -3.05692 0.68336 -0.33
F -4.46823 -1.31530 0.98446 -0.31
```

As for the spin multiplicity: 4. The HOMO energy (spin up / spin down) comes out at -7.944 / -8.254 eV. The HOMO-LUMO gap (spin up / spin down) is 6.290 / 6.407 eV. The expectation value of S² is 3.790. The energy above the lowest of the compared OMol25 structures with the same formula, charge and spin comes out at 12.5 kJ/mol.

Record 4
C9H4FeN3OS3 as an isolated structure, computed with ωB97M-V with the def2-TZVPD basis set.

The geometry in XYZ format:
```
21
Properties=species:S:1:pos:R:3:mulliken_charge:R:1
Fe 0.21506 -0.07717 0.29428 0.20
O -0.73930 1.75333 0.16532 -0.86
N 0.00946 2.84603 0.21349 0.61
C -0.61361 4.02161 0.43330 -0.20
C 0.08071 5.19878 0.47778 -0.70
C 1.46232 5.17863 0.28074 -0.12
C 2.08739 3.97601 0.05722 -0.77
C 1.36102 2.77863 0.03805 0.68
S 2.12888 1.25541 -0.15562 -0.35
H -1.68250 3.94851 0.56252 0.41
H -0.44861 6.12048 0.66658 0.39
H 2.03515 6.09522 0.30817 0.39
H 3.15368 3.90565 -0.09853 0.39
S 0.99280 -2.32295 -0.21858 -0.24
C 1.39015 -2.80799 1.36835 0.62
C 2.04838 -4.06949 1.48127 -0.10
N 2.59164 -5.08030 1.55165 -0.37
C 1.13119 -2.08230 2.52988 0.68
S 0.35495 -0.56774 2.58227 -0.23
C 1.53110 -2.60883 3.79474 -0.08
N 1.85234 -3.00803 4.82400 -0.37
```

As for the spin multiplicity: 6. The HOMO energy (spin up / spin down) comes out at -8.667 / -8.899 eV. The HOMO-LUMO gap (spin up / spin down) is 7.922 / 5.853 eV. The expectation value of S² is 8.783. The energy above the lowest of the compared OMol25 structures with the same formula, charge and spin comes out at 35.8 kJ/mol.

Record 5
C9H4N2O3Sr as an isolated structure, computed with ωB97M-V with the def2-TZVPD basis set.

The geometry in XYZ format:
```
19
Properties=species:S:1:pos:R:3:mulliken_charge:R:1
O 0.00911 3.28012 -3.76100 0.06
C 0.00982 2.17526 -3.42089 -0.16
Sr 0.00992 0.12826 -2.00141 2.25
C 1.78751 -0.90718 -3.41658 -0.14
C -1.76990 -0.90564 -3.41684 -0.13
O 2.73982 -1.46058 -3.75874 0.06
O -2.72258 -1.45763 -3.76109 0.06
N -0.01751 -0.14150 5.38413 -0.30
C -0.01359 -0.11935 4.21117 -0.20
C -0.00868 -0.08912 2.76599 0.80
C 0.11602 -1.28671 2.05332 -0.62
C 0.12130 -1.25702 0.69811 0.02
N 0.00052 -0.03828 0.21235 -1.03
C -0.12240 1.16461 0.75031 0.29
C -0.12816 1.13990 2.10823 -0.65
H 0.20829 -2.23202 2.54533 0.50
H 0.21342 -2.12815 0.03571 0.37
H -0.20918 2.07294 0.13046 0.33
H -0.22372 2.06210 2.64142 0.49
```

The HOMO energy comes out at -17.142 eV. The HOMO-LUMO gap is 8.353 eV. As for the total charge: +2.

Record 6
A 18-piece molecular cluster, C9H52NO18 overall, computed with ωB97M-V with the def2-TZVPD basis set.

The geometry in XYZ format:
```
80
Properties=species:S:1:pos:R:3:mulliken_charge:R:1
C 1.64623 -0.46391 -1.74012 -2.17
C 0.81113 0.55398 -0.96131 2.93
C -0.10627 1.26627 -2.01427 -0.99
C -1.34029 1.98411 -1.39669 -1.00
C -2.20526 1.01858 -0.53213 -1.18
C -1.29422 0.36604 0.61547 1.57
N -0.04092 -0.22774 0.00603 0.65
O 0.72566 -1.09996 0.96487 -0.43
C -2.26124 -0.69873 1.29535 -2.27
C -1.02059 1.40204 1.66108 -1.26
C 1.75483 1.67288 -0.34608 -1.10
H 2.45128 -0.92232 -1.16579 -0.52
H 2.13273 0.05311 -2.56723 0.58
H 1.06570 -1.26895 -2.19066 0.48
H -0.41102 0.63088 -2.84583 -0.05
H 0.46147 2.03198 -2.54290 0.44
H -1.93973 2.35256 -2.22916 0.46
H -1.20128 2.91181 -0.84157 0.42
H -2.62803 0.22527 -1.14859 0.29
H -2.98294 1.64729 -0.09848 0.46
H -1.92518 -1.09110 2.25515 0.31
H -2.37125 -1.52892 0.59765 0.53
H -3.28426 -0.35841 1.45570 0.35
H -1.86253 1.84837 2.19026 0.80
H -0.36980 2.19218 1.28656 0.38
H -0.43478 1.05167 2.51089 -0.44
H 2.45808 1.98228 -1.11927 0.02
H 2.24401 1.43411 0.59826 0.08
H 1.30302 2.63953 -0.12346 0.42
O 4.64760 0.83685 -1.27007 -0.66
H 3.97106 0.16156 -1.21996 0.38
H 5.09716 0.78924 -0.42635 0.25
O 0.58673 -0.98676 -5.35252 -0.62
H 0.57282 -1.93544 -5.47919 0.28
H -0.31678 -0.71080 -5.50662 0.29
O 0.06751 -1.19575 4.27641 -0.71
H -0.65261 -0.60062 4.48494 0.29
H 0.17013 -1.12502 3.32735 0.31
O -2.31762 -1.11352 -4.09029 -0.72
H -1.68082 -0.66070 -3.53741 0.35
H -2.26329 -2.02959 -3.81807 0.28
O 3.67575 -1.64187 0.86668 -0.67
H 2.76782 -1.40610 1.05723 0.23
H 4.17159 -1.31256 1.61630 0.27
O -4.25298 -3.51913 -1.21977 -0.63
H -3.50032 -3.51617 -1.81113 0.31
H -3.90326 -3.83816 -0.38781 0.31
O 3.29215 0.00760 -4.65405 -0.66
H 3.37349 0.95807 -4.73294 0.32
H 2.37967 -0.17464 -4.87857 0.31
O 4.18987 2.96237 -2.88476 -0.64
H 4.37321 2.15834 -2.39881 0.34
H 4.15442 3.64498 -2.21467 0.26
O 4.36160 -2.39813 -1.61730 -0.57
H 4.30171 -2.30675 -0.66636 0.34
H 5.04433 -3.05523 -1.75273 0.28
O -2.17270 -3.30741 4.91900 -0.65
H -1.91548 -2.45138 4.57654 0.34
H -1.73760 -3.93665 4.34368 0.33
O 0.04639 -3.64532 -1.00799 -0.75
H 0.12628 -2.74971 -0.67977 0.45
H -0.06123 -4.18039 -0.22164 0.30
O -4.63095 -0.91115 4.14896 -0.62
H -4.87032 -1.15308 3.25430 0.32
H -4.85329 -1.68051 4.67325 0.31
O -6.18474 1.45763 -1.38300 -0.65
H -6.05425 0.53038 -1.58153 0.32
H -5.40238 1.88902 -1.72657 0.32
O 2.32541 4.95197 1.15109 -0.64
H 2.21619 4.33458 1.87437 0.34
H 3.05554 4.59910 0.64254 0.29
O -0.60823 -3.37059 1.97291 -0.75
H 0.24185 -3.43730 2.40781 0.37
H -0.52423 -2.61059 1.39709 0.06
O -1.09918 2.87796 4.51156 -0.67
H -1.31674 1.98224 4.25350 0.33
H -1.72420 3.08616 5.20599 0.31
O 1.39720 3.01195 3.36323 -0.70
H 0.53135 2.90938 3.75822 0.44
H 1.52962 2.20677 2.86285 0.32
```

The HOMO energy comes out at -4.009 eV. The HOMO-LUMO gap is 6.164 eV. As for the total charge: -1. The energy above the lowest of the compared OMol25 structures with the same formula, charge and spin comes out at 158.1 kJ/mol.

Number 1: E -2877.06306 a.u., largest force on an atom 8.54 eV Å⁻¹. Number 2: E -4611.65202 a.u., largest force on an atom 2.40 eV Å⁻¹. Number 3: E -10427.94798 a.u., largest force on an atom 0.64 eV Å⁻¹. Number 4: E -3043.09325 a.u., largest force on an atom 1.04 eV Å⁻¹. Number 5: E -710.64576 a.u., largest force on an atom 7.03 eV Å⁻¹. Number 6: E -1783.17933 a.u., largest force on an atom 2.27 eV Å⁻¹.